# 1
This record from the Open Molecules 2025 dataset describes a structure of composition C6H15NO4SSn at a distorted geometry. The level of theory is the ωB97M-V functional and the def2-TZVPD basis.

Structure (ORCA input):
```
! wB97M-V def2-TZVPD RIJCOSX def2/J DEFGRID3
* xyz 0 1
Sn -10.4743 -9.3418 16.1938
S -10.5493 -12.1054 16.8518
O -10.4780 -13.3069 16.0452
O -11.7408 -11.3111 16.5423
O -10.5863 -12.4819 18.2357
O -9.4155 -11.2155 16.5851
C -8.6912 -11.2787 14.4052
C -8.0729 -9.8696 14.4412
N -7.9639 -9.1970 15.7186
C -7.8910 -7.6637 15.5033
C -6.7451 -7.2666 14.4755
C -6.7291 -9.7905 16.4053
C -6.6039 -9.4721 17.9216
H -8.1491 -12.0360 14.9713
H -8.6608 -11.5353 13.3462
H -9.6982 -11.3483 14.8166
H -7.1380 -9.8609 13.8810
H -8.8793 -9.3320 13.9424
H -8.8403 -7.3545 15.0660
H -7.8301 -6.9866 16.3553
H -7.1783 -6.6241 13.7089
H -6.0945 -6.5218 14.9339
H -6.1723 -8.0776 14.0258
H -5.7608 -9.7113 15.9111
H -7.0171 -10.8396 16.4727
H -7.5012 -9.3671 18.5315
H -6.0601 -8.5333 18.0267
H -6.0705 -10.2842 18.4155
*
```

Summary:
- E_LUMO (Eh) = -0.081
- energy above the lowest of the compared OMol25 structures with the same formula, charge and spin (kcal/mol) = 0.00
- orbital gap (eV) = 6.3


# 2
This record from the Open Molecules 2025 dataset describes a cluster of 10 separate species, C3H23N2O12 in total at a distorted geometry. The level of theory is the ωB97M-V functional and the def2-TZVPD basis.

Structure (ORCA input):
```
! wB97M-V def2-TZVPD RIJCOSX def2/J DEFGRID3
* xyz -1 1
O 1.3183 2.0418 -0.1580
C 0.6299 1.2408 -0.7971
N 0.0427 0.2300 -0.0918
C -0.7253 -0.9086 -0.6595
O -1.7850 -0.5736 -1.2182
O -0.2532 -2.0176 -0.4526
C 0.4529 1.3753 -2.2941
N -0.9233 1.6989 -2.6914
H 0.1549 0.1904 0.9350
H 1.1654 2.1548 -2.6518
H 0.8102 0.4279 -2.8246
H -1.2630 2.5170 -2.1956
H -1.5821 0.8841 -2.5635
H -3.9820 -1.6027 1.6016
H -3.6421 -0.1307 1.6921
O -4.0195 -0.8664 2.1797
H -2.2993 -2.2028 -2.0782
H -1.2376 -3.1834 -1.6332
O -2.0251 -3.0828 -2.2087
H 0.6501 0.8961 2.7643
H -0.6726 0.3739 3.4816
O -0.3369 0.9181 2.7432
H 2.6158 -2.5660 0.0692
H 1.3642 -2.6447 -0.7706
O 2.2895 -2.7805 -0.8117
H 2.2514 2.0159 2.6867
H 2.1162 1.4328 1.2837
O 2.2890 1.1687 2.1796
H 0.8793 3.3360 1.4305
H 0.1027 2.8047 2.6545
O 0.7838 3.3475 2.4182
H -2.0665 1.1152 1.0795
H -2.5639 0.4780 -0.1101
O -2.8768 1.0222 0.6450
H 2.5076 -1.6574 -2.0310
H 2.1606 -1.6649 -3.5670
O 2.4739 -1.0804 -2.8878
H 1.0600 -1.8740 1.2614
H 2.1765 -0.9569 1.8948
O 1.9593 -1.8767 1.6958
*
```

Summary:
- E_LUMO (Eh) = 0.097
- energy above the lowest of the compared OMol25 structures with the same formula, charge and spin (kcal/mol) = 42.76
- orbital gap (eV) = 9.1


# 3
This record from the Open Molecules 2025 dataset describes a cluster of 2 separate species, C2H8OS in total. The level of theory is the ωB97M-V functional and the def2-TZVPD basis.

Structure (ORCA input):
```
! wB97M-V def2-TZVPD RIJCOSX def2/J DEFGRID3
* xyz 0 1
S -2.0944 -0.9907 -0.4096
H -1.1758 -0.4508 0.4013
H -1.5304 -2.1875 -0.1853
C 1.5051 0.1309 0.2000
O 0.9976 0.6098 1.4303
C 1.4562 1.1696 -0.9085
H 0.8802 -0.6995 -0.1374
H 2.4738 -0.3558 0.3306
H 1.7124 1.0496 1.8949
H 0.5568 1.1290 -1.5093
H 2.2887 1.0603 -1.5982
H 1.5729 2.1800 -0.5163
*
```

Summary:
- E_LUMO (Eh) = 0.032
- energy above the lowest of the compared OMol25 structures with the same formula, charge and spin (kcal/mol) = 13.71
- orbital gap (eV) = 10.5
- SMILES = CCO.S


# 4
This record from the Open Molecules 2025 dataset describes an isolated molecule of C25H33FN4O4. The level of theory is the ωB97M-V functional and the def2-TZVPD basis.

Structure (ORCA input):
```
! wB97M-V def2-TZVPD RIJCOSX def2/J DEFGRID3
* xyz 0 1
C -2.3399 -4.9823 -0.0648
H -2.9380 -5.8519 0.2006
O -1.6132 -4.6340 1.0928
C -1.0174 -3.3641 1.0459
C 0.3357 -3.3565 0.2939
N 0.7384 -2.0122 -0.0528
C 0.3061 -1.3270 -1.1353
O 0.5970 -0.1482 -1.2806
C -0.5075 -2.0429 -2.2005
H 0.1625 -2.2960 -3.0266
C -1.6067 -1.0918 -2.6932
C -2.5644 -0.8739 -1.5295
O -3.3416 -1.7431 -1.1867
N -2.4296 0.3313 -0.9244
C -3.0758 0.8082 0.2105
N -2.7282 2.0498 0.5328
C -3.2823 2.6057 1.5963
C -4.2138 1.9644 2.3921
C -4.5794 0.6704 2.0477
C -4.0113 0.0745 0.9387
H -4.2687 -0.9269 0.6415
H -5.3013 0.1284 2.6413
H -4.6374 2.4570 3.2530
H -2.9560 3.6158 1.8112
H -1.6831 0.9431 -1.2342
H -1.1660 -0.1557 -3.0324
H -2.1534 -1.5628 -3.5109
H -0.9798 -2.9494 -1.8341
C 1.3803 -1.2308 1.0000
C 2.8544 -1.0117 0.7871
C 3.4514 -1.0763 -0.4660
C 4.8089 -0.8516 -0.6151
C 5.5666 -0.5617 0.5035
C 5.0027 -0.4924 1.7653
C 3.6467 -0.7211 1.8975
H 3.1920 -0.6729 2.8761
H 5.6216 -0.2692 2.6196
F 6.8899 -0.3424 0.3639
H 5.2797 -0.9000 -1.5840
H 2.8571 -1.2974 -1.3368
H 1.2416 -1.7802 1.9373
C 0.5473 0.0732 1.1956
O -0.6440 -0.0255 1.4055
N 1.2357 1.2174 1.2153
H 2.2046 1.2081 0.9344
C 0.6044 2.5164 1.3383
H -0.4660 2.3761 1.1745
C 1.1978 3.5059 0.3401
H 2.2841 3.5150 0.4703
H 0.8303 4.5058 0.5785
C 0.8611 3.1721 -1.1191
C -0.5519 3.6344 -1.4685
H -1.2850 3.2100 -0.7862
H -0.8070 3.3359 -2.4835
H -0.6173 4.7199 -1.4114
C 1.8725 3.8303 -2.0563
H 1.8675 4.9109 -1.9239
H 2.8790 3.4647 -1.8623
H 1.6270 3.6124 -3.0929
H 0.9219 2.0884 -1.2491
H 0.7558 2.8875 2.3600
H 1.1142 -3.8003 0.9194
H 0.2653 -3.9658 -0.6075
H -1.6919 -2.6343 0.5801
H -0.8658 -3.0627 2.0853
H -1.6789 -5.2523 -0.8980
H -2.9984 -4.1656 -0.3790
*
```

Summary:
- E_LUMO (Eh) = 0.022
- orbital gap (eV) = 9.3
- SMILES = COCCN(C(=O)CCC(=O)Nc1ccccn1)[C@H](C(=O)NCCC(C)C)c1ccc(F)cc1


# 5
This record from the Open Molecules 2025 dataset describes a cluster of 2 separate species, C5H10O in total at a distorted geometry. The level of theory is the ωB97M-V functional and the def2-TZVPD basis.

Structure (ORCA input):
```
! wB97M-V def2-TZVPD RIJCOSX def2/J DEFGRID3
* xyz 0 1
C 0.3862 -3.4905 3.6394
C 1.8955 -3.4671 3.5839
C 2.4839 -2.8669 2.5598
H -0.1629 -2.6195 3.3122
H 0.0614 -4.3843 3.1103
H 0.1856 -3.6457 4.7170
H 2.3790 -4.0593 4.3479
H 3.5603 -2.9326 2.3762
H 2.0469 -2.2128 1.8092
C -1.7649 3.3913 -4.4924
C -2.3179 4.5402 -4.1336
O -1.4715 5.5976 -3.8160
H -2.3492 2.6221 -4.9629
H -0.7135 3.2326 -4.6894
H -3.3327 4.9217 -4.2503
H -0.8863 5.3731 -3.1112
*
```

Summary:
- E_LUMO (Eh) = 0.041
- energy above the lowest of the compared OMol25 structures with the same formula, charge and spin (kcal/mol) = 58.08
- orbital gap (eV) = 10.6
- SMILES = C=CC.C=CO


# 6
This record from the Open Molecules 2025 dataset describes an isolated molecule of C7H10 at a distorted geometry. The level of theory is the ωB97M-V functional and the def2-TZVPD basis.

Structure (ORCA input):
```
! wB97M-V def2-TZVPD RIJCOSX def2/J DEFGRID3
* xyz 0 1
C 1.2901 -0.2954 1.0911
C 1.2999 0.7387 0.0397
C 1.2100 -0.7138 -0.3582
C -0.1693 -0.5264 -1.0000
C -1.3921 -0.7917 -0.0879
C -1.4160 0.7179 0.2995
C -0.1295 0.9665 -0.5547
H 2.2400 -0.5052 1.5694
H 0.4312 -0.3158 1.7559
H 2.1542 1.3985 -0.1394
H 1.9953 -1.3142 -0.7983
H -0.2463 -0.8700 -2.0359
H -1.1959 -1.4847 0.7387
H -2.2832 -1.1522 -0.6152
H -2.3486 1.2051 -0.0209
H -1.2750 0.9445 1.3576
H 0.0833 1.8649 -1.1131
*
```

Summary:
- E_LUMO (Eh) = 0.046
- energy above the lowest of the compared OMol25 structures with the same formula, charge and spin (kcal/mol) = 66.71
- orbital gap (eV) = 10.3
- SMILES = C1C[C@H]2[C@@H]1[C@H]1C[C@@H]21